Entry 1:
The following is a quantum chemistry calculation of a 3-piece molecular cluster, C28H49F13N2O2SSi overall, from OMol25.

ΔE to the lowest compared entry with this formula, charge and spin: 0.00 kJ/mol
energy: -3342.158128 a.u.
E_HOMO: -8.442 eV
Kohn-Sham gap: 8.6 eV

Geometry as ORCA input:
```
! wB97M-V def2-TZVPD RIJCOSX def2/J DEFGRID3
* xyz 0 1
C 0.1425 -3.9374 0.8803
C -0.2013 -2.6042 1.5837
Si -0.6503 -1.1622 0.4692
C -2.3926 -1.2975 -0.2463
C -2.8841 -2.7313 -0.5462
C -3.6515 -3.4025 0.5897
F -3.1345 -4.6497 0.7944
F -3.5074 -2.7358 1.7679
C -5.2043 -3.6446 0.3610
F -5.4715 -3.6572 -0.9674
F -5.5127 -4.8710 0.8434
C -6.2598 -2.7349 1.1009
F -7.4811 -3.2406 0.8095
F -6.0356 -2.9059 2.4278
C -6.3788 -1.1672 0.9606
F -5.2426 -0.6200 1.4241
F -7.3936 -0.8258 1.7716
S -6.7281 -0.3839 -0.7498
F -8.1625 0.1220 -0.3346
F -6.1018 0.9887 -0.2581
F -5.2823 -0.8791 -1.2078
F -7.3620 -1.7337 -1.2828
F -6.9300 0.2462 -2.1757
C 0.5715 -1.0839 -0.9842
C 1.9604 -1.5654 -0.6333
C 2.7364 -0.9412 0.3483
C 4.0013 -1.4108 0.6778
C 4.5460 -2.5240 0.0353
C 5.9073 -3.0436 0.4142
C 3.7815 -3.1422 -0.9530
C 2.5146 -2.6724 -1.2784
C -0.5012 0.4305 1.4975
C -1.6366 1.4629 1.3379
C -1.4269 2.6330 2.3089
C -1.7605 1.9420 -0.1180
H -0.5160 -4.7443 1.2023
H 1.1676 -4.2428 1.0908
H 0.0676 -3.8833 -0.2094
H -0.9868 -2.7643 2.3250
H 0.6720 -2.2612 2.1478
H -3.1090 -0.7612 0.3665
H -2.3608 -0.7616 -1.2006
H -2.0366 -3.3908 -0.7427
H -3.4802 -2.7356 -1.4514
H 0.2122 -1.6645 -1.8370
H 0.6177 -0.0381 -1.3041
H 2.3548 -0.0702 0.8672
H 4.5694 -0.9055 1.4517
H 6.6116 -2.2290 0.5792
H 5.8491 -3.6246 1.3392
H 6.3010 -3.7065 -0.3552
H 4.1882 -3.9985 -1.4799
H 1.9525 -3.1775 -2.0564
H -0.4520 0.1391 2.5529
H 0.4427 0.9326 1.2600
H -2.5666 0.9741 1.6441
H -2.1423 3.4342 2.1159
H -0.4129 3.0287 2.2271
H -1.5829 2.3000 3.3375
H -0.8586 1.7351 -0.6963
H -1.9580 3.0146 -0.1504
H -2.5865 1.4514 -0.6358
C 6.8329 -0.0354 3.2856
O 5.7802 0.7730 2.7961
C 5.3373 1.7883 3.6762
C 6.1978 3.0566 3.6897
C 7.5267 2.9097 4.4243
N 6.4478 3.5870 2.3478
H 6.7446 -0.1905 4.3651
H 7.8147 0.3890 3.0635
H 6.7596 -1.0023 2.7870
H 4.3411 2.0595 3.3173
H 5.2229 1.3815 4.6903
H 5.6087 3.8065 4.2273
H 8.2655 2.3897 3.8145
H 7.9347 3.8936 4.6525
H 7.4075 2.3622 5.3611
H 5.5678 3.8282 1.9029
H 6.8380 2.8421 1.7773
C -0.8243 3.5586 -3.0942
O -1.1141 2.2888 -3.6451
C -2.3375 2.1913 -4.3457
C -2.2920 2.6756 -5.7991
C -2.2403 4.1922 -5.9537
N -1.1942 2.0784 -6.5626
H -1.7339 4.0553 -2.7421
H -0.3058 4.2081 -3.8035
H -0.1662 3.3943 -2.2416
H -2.5796 1.1252 -4.3507
H -3.1311 2.7086 -3.7882
H -3.2257 2.3315 -6.2554
H -1.2382 4.5788 -5.7676
H -2.5078 4.4708 -6.9722
H -2.9318 4.6876 -5.2695
H -1.3019 1.0693 -6.5890
H -0.3286 2.2396 -6.0552
*
```

=====

Entry 2:
The following is a quantum chemistry calculation of a 2-piece molecular cluster, C4H13N2O2 overall at a distorted geometry, from OMol25.

⟨S²⟩: 0.76
ΔE to the lowest compared entry with this formula, charge and spin: 166.98 kJ/mol
energy: -420.045448 a.u.
E_HOMO (alpha / beta): -9.038 / -9.016 eV
Kohn-Sham gap (alpha / beta): 9.9 / 6.7 eV

Geometry as ORCA input:
```
! wB97M-V def2-TZVPD RIJCOSX def2/J DEFGRID3
* xyz 0 2
C 0.0838 0.7453 1.0475
C -1.0339 1.8265 1.1756
C -2.2330 1.0371 1.7033
N -2.8597 0.1317 0.7293
N -0.0364 0.4443 -0.4151
C 0.2593 -1.0611 -0.7669
O 1.5428 -1.1560 -0.9097
H 1.0791 1.1758 1.2799
H -0.1602 -0.2414 1.5297
H -1.2821 2.3291 0.1209
H -0.7218 2.5854 1.8218
H -1.8647 0.3358 2.4273
H -3.0929 1.4733 2.2166
H -3.7653 0.3183 0.3333
H -2.1678 -0.3140 0.0467
H 0.7398 0.8836 -0.8921
H -0.1265 -1.6573 0.0839
H -0.3461 -1.1382 -1.6645
H 3.5799 -2.1472 -1.4707
H 3.0299 -0.9446 -2.1427
O 3.8214 -1.5911 -2.1962
*
```

=====

Entry 3:
The following is a quantum chemistry calculation of the molecule C4H8N2O at a distorted geometry, from OMol25.

ΔE to the lowest compared entry with this formula, charge and spin: 418.05 kJ/mol
energy: -341.844419 a.u.
E_HOMO: -9.072 eV
Kohn-Sham gap: 9.6 eV

Geometry as ORCA input:
```
! wB97M-V def2-TZVPD RIJCOSX def2/J DEFGRID3
* xyz 0 1
C 1.1996 -1.0621 -0.5552
C 0.4022 -0.3471 0.2635
C 0.6696 -0.1051 1.7603
N -0.4829 0.4587 -0.5404
N -0.7387 0.0937 -1.8572
C -1.3104 1.3684 -0.0293
O -2.3085 1.9311 -0.5182
H 1.7861 -1.7147 0.1778
H 1.1634 -1.1601 -1.7161
H 0.9821 0.9631 1.8174
H 1.2896 -0.9842 2.0065
H -0.3186 -0.1951 2.2569
H 0.1148 -0.0527 -2.3107
H -1.4585 -0.8669 -1.8432
H -0.9899 1.6731 1.0881
*
```

=====

Entry 4:
The following is a quantum chemistry calculation of a 2-piece molecular cluster, C5H12NO2 overall at a distorted geometry, from OMol25.

ΔE to the lowest compared entry with this formula, charge and spin: 134.41 kJ/mol
energy: -402.670641 a.u.
E_HOMO: -13.892 eV
Kohn-Sham gap: 10.7 eV

Geometry as ORCA input:
```
! wB97M-V def2-TZVPD RIJCOSX def2/J DEFGRID3
* xyz 1 1
O 0.7175 0.8719 1.3711
C 0.0526 1.8508 1.1619
C -0.6915 1.9871 -0.1358
C -1.6282 0.7805 -0.3339
C -1.1155 -0.6357 -0.2722
C -1.8371 -1.6909 0.0025
N 0.2747 -0.8469 -0.7472
H -0.0573 2.6826 1.8815
H 0.0781 1.9822 -0.9226
H -1.2258 2.8707 -0.4820
H -2.3697 0.8235 0.4674
H -2.2790 0.9236 -1.2004
H -1.5075 -2.7243 0.0033
H -2.8743 -1.6100 0.3176
H 0.7574 0.0337 -0.9199
H 0.2654 -1.3034 -1.6651
H 0.8603 -1.4377 -0.1505
H 3.4824 -2.4499 -0.3110
H 3.5905 -1.0072 -0.7247
O 2.9792 -1.7545 -0.7499
*
```

=====

- Which value of energy does entry 2 give?
  -420.045448 a.u.

=====

What did the second record say?
The following is a quantum chemistry calculation of a 2-piece molecular cluster, C4H13N2O2 overall at a distorted geometry, from OMol25.

⟨S²⟩: 0.76
ΔE to the lowest compared entry with this formula, charge and spin: 166.98 kJ/mol
energy: -420.045448 a.u.
E_HOMO (alpha / beta): -9.038 / -9.016 eV
Kohn-Sham gap (alpha / beta): 9.9 / 6.7 eV

Geometry as ORCA input:
```
! wB97M-V def2-TZVPD RIJCOSX def2/J DEFGRID3
* xyz 0 2
C 0.0838 0.7453 1.0475
C -1.0339 1.8265 1.1756
C -2.2330 1.0371 1.7033
N -2.8597 0.1317 0.7293
N -0.0364 0.4443 -0.4151
C 0.2593 -1.0611 -0.7669
O 1.5428 -1.1560 -0.9097
H 1.0791 1.1758 1.2799
H -0.1602 -0.2414 1.5297
H -1.2821 2.3291 0.1209
H -0.7218 2.5854 1.8218
H -1.8647 0.3358 2.4273
H -3.0929 1.4733 2.2166
H -3.7653 0.3183 0.3333
H -2.1678 -0.3140 0.0467
H 0.7398 0.8836 -0.8921
H -0.1265 -1.6573 0.0839
H -0.3461 -1.1382 -1.6645
H 3.5799 -2.1472 -1.4707
H 3.0299 -0.9446 -2.1427
O 3.8214 -1.5911 -2.1962
*
```

=====

- Which of these has the lowest energy?
  C28H49F13N2O2SSi

=====

- Among the records above, which one has the lowest ΔE to the lowest compared entry with this formula, charge and spin?
  C28H49F13N2O2SSi